14
Properties=species:S:1:pos:R:3 method="wB97M-V/def2-TZVPD" e_homo_ev=-9.655 mol_weight_g_mol=80.130 orbital_gap_ev=9.6 total_charge=0 total_energy_ev=-6347.1133 relative_energy_kj_mol=354.2
H 1.70882 -0.47785 -1.30772
C -0.34021 0.01392 0.68610
C 0.36429 2.13491 -0.09329
H 2.63100 0.99853 -0.95469
C 0.68837 0.87208 -0.00135
H 2.48242 -0.27480 0.27471
H -0.76952 -1.13849 -1.16738
C -1.01479 -1.07110 -0.11070
C -1.80526 0.11664 0.34657
H -0.10278 -0.22298 1.72202
H -1.17871 -2.02607 0.38070
C 1.95607 0.25202 -0.52844
H -2.10298 0.84466 -0.40087
H -2.51673 -0.02148 1.15434